{"formula": "C12H30FeN2O12S3", "method": "ωB97M-V/def2-TZVPD", "symbols": ["Fe", "S", "O", "O", "O", "O", "S", "O", "O", "O", "O", "S", "O", "O", "O", "O", "C", "C", "N", "C", "C", "C", "C", "H", "H", "H", "H", "H", "H", "H", "H", "H", "H", "H", "H", "H", "H", "H", "C", "C", "N", "C", "C", "C", "C", "H", "H", "H", "H", "H", "H", "H", "H", "H", "H", "H", "H", "H", "H", "H"], "positions_angstrom": [[-0.18535, 0.38103, 0.19053], [1.27215, 2.53509, -1.65149], [2.69000, 2.58334, -1.99875], [0.96285, 1.42394, -0.80425], [1.02315, 3.76726, -0.98748], [0.42707, 2.39401, -2.81145], [-2.80223, 0.68778, -0.00755], [-3.59878, 0.30482, -1.16515], [-3.51414, 1.21726, 1.09008], [-1.90095, -0.32049, 0.51581], [-1.63762, 1.47960, -0.37331], [1.12388, -2.45832, 1.28499], [1.98548, -2.32032, 2.41901], [2.13791, -3.29056, 0.71201], [-0.15908, -3.10618, 1.42730], [0.94636, -1.14905, 0.62972], [-1.49540, -1.15611, -4.33185], [-1.25912, -0.67368, -2.88441], [-0.11900, -1.25125, -2.20243], [-0.31752, -2.68944, -2.04531], [-1.70420, -3.13169, -1.43242], [1.17210, -1.08412, -2.89365], [2.37135, -1.68105, -2.16331], [-1.89070, -2.16803, -4.42047], [-0.60173, -1.31247, -4.93601], [-2.04202, -0.48675, -4.99612], [-1.25361, 0.40968, -2.76437], [-2.17043, -0.96034, -2.35957], [-0.19047, -3.22956, -2.98352], [0.37820, -3.05182, -1.28850], [-2.64195, -2.81185, -1.88679], [-1.68663, -4.21954, -1.49854], [-1.87565, -2.79960, -0.40850], [1.30215, -0.10968, -3.36446], [1.13166, -1.59132, -3.85761], [3.28559, -1.23967, -2.56012], [2.46280, -2.75097, -2.35041], [2.37395, -1.36633, -1.11973], [-0.89688, -0.59065, 3.61799], [-0.97696, 0.82657, 3.23755], [-0.04122, 1.23452, 2.12329], [1.31740, 1.14110, 2.67352], [2.43316, 1.73234, 1.81877], [-0.50560, 2.66925, 1.89747], [0.07795, 3.81899, 2.86460], [0.03404, -0.87178, 4.11040], [-1.08326, -1.33838, 2.84709], [-1.63675, -0.86886, 4.36852], [-2.02084, 1.09214, 3.07054], [-0.69314, 1.32746, 4.16311], [1.33539, 1.63142, 3.64684], [1.51181, 0.06949, 2.71788], [2.64102, 1.24416, 0.86663], [2.38509, 2.81170, 1.67466], [3.31649, 1.44333, 2.38824], [-1.59524, 2.69122, 1.88046], [-0.27248, 2.99511, 0.88378], [0.00604, 3.32838, 3.83529], [-0.46857, 4.76111, 2.82206], [1.13251, 4.07776, 2.76942]], "forces_ev_per_a": [[1.43, -1.59, -0.35], [2.11, 4.11, -4.82], [1.14, -1.52, -0.21], [-0.04, -4.35, 3.60], [-1.54, 2.73, 2.67], [-0.92, -0.50, -1.69], [-1.22, -0.36, -2.06], [-0.10, 0.08, 0.79], [-2.37, 1.62, 1.89], [-0.05, -7.40, 2.56], [0.92, 6.03, -3.18], [2.59, -3.20, 1.45], [-1.06, 4.28, 7.56], [0.41, -3.46, -7.53], [-1.32, 0.05, 0.33], [-0.70, 2.56, -1.25], [0.87, -0.22, -0.97], [-0.89, 0.27, -0.57], [0.31, -0.36, -0.12], [-1.74, -0.11, 1.88], [0.29, 0.25, -0.23], [-0.16, -0.09, -1.15], [0.25, 1.16, -0.18], [-0.72, -0.03, 0.45], [0.70, 0.39, 0.28], [-0.57, 0.18, 0.49], [0.42, 0.09, -0.53], [0.36, 0.09, 0.20], [0.25, -0.10, -0.40], [0.37, -0.13, -0.34], [0.21, 0.13, -0.86], [-0.08, -0.19, 0.37], [0.75, -0.19, 0.17], [0.01, 0.83, 1.40], [-0.26, -1.06, -0.39], [0.08, 0.19, -0.34], [-0.22, -0.03, 0.64], [-0.12, -0.70, 0.02], [0.08, -2.48, 0.57], [-0.07, -0.37, 0.16], [-1.89, 2.39, 1.72], [0.48, -0.25, -1.27], [0.55, -0.42, 0.24], [1.28, 2.15, -0.97], [-0.36, -2.09, 0.07], [0.32, 0.07, -0.34], [0.24, 0.29, -0.45], [-0.45, 0.48, 0.24], [0.27, 0.08, -0.77], [0.26, 0.80, -0.06], [0.03, -0.20, 0.27], [0.16, -0.07, 0.57], [-0.68, 0.08, -0.07], [0.02, -0.13, -0.09], [0.38, 0.47, 0.26], [0.14, -0.16, 0.44], [0.44, -0.22, -0.07], [-0.20, 0.72, 0.60], [-0.38, -0.31, -0.06], [-0.03, -0.29, -0.58]], "mulliken_charge": [1.28, 1.66, -0.90, -0.68, -0.87, -0.79, 1.65, -0.78, -0.75, -0.75, -0.62, 1.22, -0.79, -0.79, -0.72, -0.34, -1.72, -0.82, 1.16, -0.67, -1.59, -0.94, -1.25, 0.29, 0.35, 0.44, 0.52, 0.27, 0.53, 0.28, 0.41, 0.46, 0.15, 0.65, 0.47, 0.48, 0.35, -0.10, -1.52, -0.45, 0.69, -0.53, -1.50, -0.41, -1.46, 0.36, 0.15, 0.52, 0.52, 0.41, 0.53, 0.43, 0.05, 0.19, 0.58, 0.49, 0.20, 0.31, 0.41, 0.29], "homo_energy_ha": [0.06068, 0.06161], "charge": -3, "multiplicity": 6, "orbital_gap_ev": [5.210, 5.177], "s_squared": 8.758}

{"formula": "C22H28N2O2", "method": "ωB97M-V/def2-TZVPD", "symbols": ["C", "C", "C", "C", "C", "C", "C", "N", "C", "O", "C", "C", "C", "C", "O", "N", "C", "C", "C", "C", "C", "C", "C", "C", "C", "C", "H", "H", "H", "H", "H", "H", "H", "H", "H", "H", "H", "H", "H", "H", "H", "H", "H", "H", "H", "H", "H", "H", "H", "H", "H", "H", "H", "H"], "positions_angstrom": [[-5.47018, -1.43605, -0.72991], [-5.38614, 0.03971, -0.33387], [-5.94876, 0.93185, -1.44244], [-3.96548, 0.42579, -0.00499], [-3.63208, 0.88209, 1.26390], [-2.33300, 1.22989, 1.57779], [-1.32571, 1.12808, 0.62280], [-0.02372, 1.47495, 1.01043], [1.14283, 1.26147, 0.35226], [1.20595, 0.81007, -0.77690], [2.37825, 1.62809, 1.15523], [3.23559, 2.72059, 0.49867], [3.81025, 2.32701, -0.86559], [4.62393, 1.04089, -0.76945], [5.79832, 1.02041, -0.45589], [3.90938, -0.05959, -1.07468], [4.43529, -1.39786, -0.98074], [3.92964, -2.14017, 0.26766], [2.43193, -2.10231, 0.42189], [1.58541, -2.42617, -0.63212], [0.21223, -2.37878, -0.47790], [-0.34290, -2.01433, 0.73627], [0.48875, -1.69767, 1.79519], [1.86298, -1.74128, 1.63708], [-1.64938, 0.68421, -0.65447], [-2.95292, 0.33802, -0.95273], [-4.90353, -1.62545, -1.63799], [-6.50539, -1.71982, -0.90613], [-5.06928, -2.06492, 0.06222], [-5.99629, 0.18680, 0.56452], [-5.39246, 0.79719, -2.36651], [-5.88621, 1.97896, -1.15420], [-6.99155, 0.68584, -1.63039], [-4.39876, 0.96461, 2.02134], [-2.09532, 1.57901, 2.57380], [0.03904, 1.82977, 1.95489], [2.98159, 0.72338, 1.24893], [2.09852, 1.95528, 2.15853], [4.06469, 2.94252, 1.17411], [2.63958, 3.62978, 0.38436], [4.47413, 3.12359, -1.20412], [3.00537, 2.20174, -1.58862], [2.90762, 0.03987, -1.20762], [5.52411, -1.31451, -0.93583], [4.15940, -1.94762, -1.88537], [4.39380, -1.69862, 1.15220], [4.26258, -3.17988, 0.20256], [2.00198, -2.71829, -1.58458], [-0.43015, -2.62532, -1.31020], [-1.41554, -1.97340, 0.85513], [0.06580, -1.41493, 2.74913], [2.50396, -1.49665, 2.47386], [-0.87946, 0.60053, -1.40164], [-3.17870, -0.00838, -1.94988]], "forces_ev_per_a": [[-0.09, 0.17, 0.20], [-0.02, -0.06, -0.20], [-0.05, -0.06, 0.27], [-0.13, 0.00, 0.16], [0.00, -0.03, -0.08], [0.19, 0.01, -0.06], [-0.30, -0.03, -0.13], [-0.21, 0.25, 0.40], [0.33, 0.09, 0.49], [-0.13, -0.02, -0.30], [0.09, 0.18, -0.11], [-0.09, -0.10, -0.06], [0.14, 0.05, 0.09], [-0.37, 0.35, -0.35], [0.40, 0.06, 0.25], [-0.28, -0.41, -0.16], [0.22, -0.14, 0.20], [0.12, 0.06, -0.25], [0.06, -0.04, 0.10], [0.02, -0.04, 0.05], [-0.04, -0.07, -0.06], [-0.09, -0.04, 0.05], [-0.09, -0.01, 0.08], [0.05, -0.04, -0.02], [0.16, 0.04, -0.15], [-0.09, 0.05, 0.18], [0.07, -0.05, -0.12], [-0.10, -0.08, -0.06], [0.03, -0.11, 0.03], [0.09, 0.01, -0.03], [0.06, 0.00, -0.14], [-0.01, 0.11, -0.04], [-0.11, -0.01, -0.08], [-0.08, 0.00, 0.06], [0.03, 0.03, 0.11], [0.15, -0.09, -0.23], [-0.10, -0.03, 0.08], [0.02, -0.08, 0.02], [-0.05, 0.05, 0.00], [0.07, 0.03, 0.04], [0.02, -0.09, -0.03], [0.05, 0.05, 0.00], [0.10, 0.18, 0.01], [-0.14, -0.09, -0.10], [0.08, 0.01, 0.05], [0.02, -0.03, 0.00], [0.07, 0.00, 0.06], [0.06, -0.03, -0.14], [-0.06, -0.02, -0.09], [-0.10, 0.02, 0.00], [-0.04, 0.02, 0.08], [0.09, 0.03, 0.05], [0.03, 0.00, -0.01], [-0.03, -0.04, -0.14]], "mulliken_charge": [-1.48, 0.15, -1.47, 1.02, -1.00, -0.76, 0.70, 0.01, 0.70, -0.76, -0.48, -0.99, -0.52, 0.57, -0.70, 0.03, -1.06, -0.98, 0.65, -0.18, -0.81, -0.21, -0.85, -0.34, -1.20, -0.12, 0.29, 0.46, 0.35, 0.38, 0.28, 0.36, 0.46, 0.33, 0.38, 0.23, 0.00, 0.48, 0.44, 0.35, 0.42, 0.24, 0.21, 0.49, 0.38, 0.34, 0.42, 0.33, 0.42, 0.51, 0.39, 0.34, 0.48, 0.30], "homo_energy_ha": -0.31272, "smiles": "CC(C)c1ccc(NC(=O)CCCC(=O)NCCc2ccccc2)cc1", "charge": 0, "multiplicity": 1, "orbital_gap_ev": 9.103}

{"formula": "C18H18N2NiS2Si2", "method": "ωB97M-V/def2-TZVPD", "symbols": ["Ni", "S", "C", "C", "C", "C", "N", "C", "C", "C", "S", "C", "N", "H", "H", "C", "Si", "C", "C", "C", "C", "C", "C", "C", "Si", "C", "C", "H", "H", "H", "H", "H", "H", "H", "H", "H", "H", "H", "H", "H", "H", "H", "H"], "positions_angstrom": [[0.12217, 0.06097, 0.12494], [2.21438, 1.06643, -0.10311], [2.04681, 0.44835, 1.51337], [3.13264, -0.25325, 2.06781], [3.15168, -0.70717, 3.37932], [4.31090, -1.35560, 3.88711], [5.26656, -1.86539, 4.28238], [2.02202, -0.48670, 4.19905], [0.92416, 0.17620, 3.66541], [0.88984, 0.66819, 2.34969], [-0.52363, 1.53474, 1.83277], [2.00264, -0.90937, 5.55556], [1.96822, -1.23118, 6.66215], [3.99460, -0.42620, 1.43867], [0.05337, 0.33487, 4.28612], [1.27331, -3.40132, 0.06580], [-0.19295, -2.15705, 0.29885], [-1.14547, -2.94538, 1.78898], [-1.34335, -2.60684, -1.19859], [-1.76907, -3.91302, -1.45014], [-2.59256, -4.21459, -2.52788], [-3.00538, -3.19585, -3.37771], [-2.58766, -1.89281, -3.13655], [-1.75898, -1.57785, -2.05662], [-1.16678, 0.25169, -1.71397], [-0.47357, 0.73261, -3.46025], [-2.86829, 1.18167, -1.74347], [0.92009, -4.43752, 0.08184], [2.02268, -3.28177, 0.85417], [1.76345, -3.21477, -0.89298], [-1.27776, -4.02310, 1.64915], [-2.13089, -2.48202, 1.88136], [-0.61032, -2.78440, 2.72978], [-1.45329, -4.71994, -0.79227], [-2.91328, -5.23691, -2.70828], [-3.64984, -3.42037, -4.22339], [-2.91886, -1.10597, -3.81044], [-1.24085, 0.63147, -4.23259], [0.36577, 0.08192, -3.71778], [-0.11047, 1.76543, -3.46751], [-3.38293, 1.03288, -2.69659], [-2.73245, 2.25697, -1.58882], [-3.50944, 0.80774, -0.94141]], "forces_ev_per_a": [[0.07, 0.32, 0.03], [0.03, 0.34, -0.13], [0.26, 0.19, 0.18], [-0.12, -0.25, 0.18], [-0.38, 0.23, -0.11], [0.35, -0.18, 0.11], [-0.04, 0.01, 0.00], [0.01, 0.20, -0.53], [0.19, -0.36, 0.08], [0.02, 0.15, 0.07], [-0.04, 0.39, -0.02], [-0.04, -0.11, 0.42], [0.01, 0.00, -0.04], [0.02, 0.01, -0.01], [-0.01, 0.02, 0.01], [-0.13, 0.41, 0.10], [-0.68, -0.56, -0.83], [0.23, 0.35, -0.15], [0.23, -0.09, 0.35], [-0.10, -0.09, -0.12], [0.02, -0.06, 0.04], [-0.03, 0.04, -0.06], [-0.07, -0.15, -0.05], [0.02, 0.46, -0.11], [-0.52, -1.42, -0.36], [0.24, 0.11, 0.56], [0.48, 0.07, 0.40], [-0.03, 0.00, 0.00], [0.00, -0.01, 0.00], [0.02, 0.00, 0.01], [0.01, -0.01, -0.03], [0.01, 0.00, 0.02], [-0.01, -0.01, 0.00], [0.01, 0.02, 0.00], [0.01, 0.01, 0.01], [0.01, 0.01, 0.01], [0.00, 0.00, 0.00], [-0.07, -0.03, 0.05], [0.01, 0.02, 0.00], [0.00, -0.02, -0.03], [0.06, -0.06, -0.04], [-0.03, -0.01, -0.01], [0.01, 0.02, 0.01]], "mulliken_charge": [-0.30, -0.56, 0.41, -0.88, 0.60, -0.05, -0.64, 0.60, -0.91, 0.46, -0.55, -0.03, -0.64, 0.50, 0.51, -1.26, 0.95, -1.26, 0.07, -0.30, -0.62, -0.64, -0.27, 0.00, 0.35, -1.24, -1.24, 0.37, 0.31, 0.29, 0.37, 0.29, 0.31, 0.17, 0.35, 0.34, 0.15, 0.34, 0.29, 0.36, 0.35, 0.36, 0.29], "homo_energy_ha": [-0.02175, -0.02676], "charge": -2, "multiplicity": 1, "orbital_gap_ev": [5.630, 5.752]}

{"formula": "CH4F2Si", "method": "ωB97M-V/def2-TZVPD", "symbols": ["C", "Si", "F", "H", "H", "H", "F", "H"], "positions_angstrom": [[0.60418, 0.32493, 0.16323], [0.26448, -1.38446, 0.11862], [1.29800, -2.21671, -0.91533], [0.97691, 0.85199, -0.65491], [0.08184, 0.79273, 1.05524], [-0.34067, -2.48710, 0.85664], [-1.79360, 2.22537, -0.52435], [-1.09114, 1.89325, -0.09913]], "forces_ev_per_a": [[-2.49, -2.36, 2.96], [2.91, 0.39, -2.12], [-1.60, 0.86, 1.09], [0.74, 0.89, -0.94], [0.80, -0.06, -1.29], [-0.27, 0.32, 0.41], [-2.31, 1.20, -1.32], [2.23, -1.24, 1.21]], "mulliken_charge": [-0.84, 0.60, -0.31, 0.33, 0.26, -0.04, -0.38, 0.38], "homo_energy_ha": -0.34087, "smiles": "C=[SiH]F.F", "charge": 0, "multiplicity": 1, "orbital_gap_ev": 9.092}

{"formula": "CH3NOP2S", "method": "ωB97M-V/def2-TZVPD", "symbols": ["C", "N", "O", "P", "P", "S", "H", "H", "H"], "positions_angstrom": [[-0.92234, -0.95013, 0.79330], [0.22405, -1.54203, 0.55521], [0.41288, 1.53093, 0.68748], [-1.44230, 0.61324, 0.02983], [1.63625, 1.18582, -0.15389], [1.37324, -0.99550, -0.41431], [-1.62078, -1.50839, 1.44197], [-0.77240, 0.40105, -1.32900], [1.11140, 1.26499, -1.61060]], "forces_ev_per_a": [[0.56, -0.12, -0.69], [-2.06, -0.17, 0.95], [-3.51, -0.15, 0.26], [2.62, 0.23, -0.01], [0.26, -0.70, -2.69], [1.44, -0.08, -0.67], [0.39, 0.50, -0.22], [-0.62, 0.04, 1.69], [0.92, 0.45, 1.38]], "mulliken_charge": [-0.04, -0.31, -0.43, 0.13, 0.20, -0.05, 0.40, 0.07, 0.03], "homo_energy_ha": [-0.31504, -0.31503], "charge": 0, "multiplicity": 1, "orbital_gap_ev": [7.090, 7.089]}

{"formula": "C3H13N3", "method": "ωB97M-V/def2-TZVPD", "symbols": ["C", "N", "C", "H", "H", "H", "H", "H", "H", "H", "N", "C", "N", "H", "H", "H", "H", "H", "H"], "positions_angstrom": [[1.03155, -0.27641, -1.76448], [1.71384, 0.53815, -0.76284], [3.05427, 0.09835, -0.38593], [0.18492, -0.84097, -1.38248], [1.74248, -1.05744, -2.08249], [0.65007, 0.29080, -2.60550], [1.79065, 1.48619, -1.07884], [3.78432, 0.05870, -1.19544], [3.38792, 0.73233, 0.41876], [3.02791, -0.89114, 0.09564], [-2.47447, 1.05916, 0.92353], [-1.75442, -0.20308, 1.10250], [-2.45908, -1.09015, 2.10370], [-3.27371, 0.86566, 0.32627], [-1.91239, 1.68538, 0.35500], [-0.74839, 0.05994, 1.41659], [-1.67852, -0.82009, 0.20853], [-3.27792, -1.30377, 1.53672], [-2.78903, -0.39159, 2.77079]], "forces_ev_per_a": [[0.78, -0.85, 0.22], [-0.10, 0.00, 0.11], [-0.60, -0.70, 0.57], [-0.20, 0.10, 0.46], [-0.28, 0.27, -0.51], [0.23, 0.18, -0.24], [-0.14, 0.32, -0.11], [0.09, 0.10, -0.18], [0.39, 0.50, 0.07], [-0.21, 0.09, -0.38], [-0.11, -0.30, -0.65], [-0.04, -0.58, 0.84], [0.48, 1.63, -1.40], [-0.24, 0.12, 0.17], [0.17, 0.11, 0.19], [0.10, -0.22, 0.23], [0.12, 0.10, -0.29], [-0.32, -0.48, 0.61], [-0.12, -0.39, 0.29]], "mulliken_charge": [-0.77, -0.25, -1.02, 0.15, 0.31, 0.33, 0.23, 0.36, 0.33, 0.34, -0.66, -0.19, -0.64, 0.22, 0.25, 0.36, 0.13, 0.23, 0.30], "homo_energy_ha": -0.32522, "smiles": "CNC.NCN", "charge": 0, "multiplicity": 1, "orbital_gap_ev": 9.813}